[1]
70
Properties=species:S:1:pos:R:3:forces:R:3 method="wB97M-V/def2-TZVPD" orbital_gap_ev=8.21 smiles="O=C1C=CC(=O)C(CCCS)=C1.CCCC#N.CCCC#N.CCCC#N.CCCC#N" de_lowest_kcal_mol=0.00 charge=0
O 0.173331 0.134354 -0.252207 -0.066 -0.295 -0.068
C -0.624870 0.039323 -1.160455 0.049 0.069 0.137
C -0.183839 -0.108766 -2.576715 -0.057 -0.008 -0.319
C -0.909585 0.460842 -3.535780 0.128 -0.134 0.192
C -2.139675 1.202242 -3.142899 -0.015 -0.022 -0.090
O -2.542818 2.165212 -3.755972 -0.094 -0.171 -0.181
C -2.838924 0.701750 -1.919201 -0.029 -0.167 0.365
C -4.331989 0.841425 -1.840643 -0.045 0.127 0.077
C -4.994596 -0.533724 -2.011655 0.175 0.092 -0.229
C -6.474908 -0.450810 -2.361367 0.073 -0.151 0.075
S -6.781594 -0.151748 -4.128493 -0.049 -0.039 -0.081
C -2.092575 0.138314 -0.963487 -0.130 0.161 -0.248
H 0.730441 -0.654647 -2.776936 0.069 0.148 0.102
H -0.640347 0.428616 -4.584282 0.029 0.171 0.032
H -4.608381 1.284830 -0.880705 -0.062 -0.053 -0.024
H -4.676323 1.530553 -2.614410 0.108 0.009 0.005
H -4.479135 -1.068278 -2.812542 -0.051 -0.067 0.089
H -4.832116 -1.121628 -1.105220 -0.108 0.004 0.014
H -6.946402 -1.418657 -2.182253 -0.050 0.085 0.059
H -6.993085 0.298816 -1.763006 -0.001 -0.020 0.012
H -5.846638 0.786025 -4.317459 0.018 0.096 0.022
H -2.516859 -0.218811 -0.031222 0.124 0.148 0.056
C 2.106310 -1.456090 2.246764 -0.037 0.003 0.009
C 3.123780 -0.439426 1.752650 -0.116 0.006 -0.039
C 4.583646 -0.890694 1.881170 -0.216 0.141 0.104
C 4.944803 -1.137819 3.275291 0.140 -0.199 0.198
N 5.213521 -1.345861 4.374519 -0.068 0.095 -0.187
H 2.216002 -1.655927 3.314103 0.049 -0.005 -0.004
H 1.098983 -1.076573 2.080892 -0.011 -0.024 0.002
H 2.203137 -2.402831 1.710307 0.013 -0.008 0.007
H 2.991268 0.499809 2.295362 0.021 0.016 -0.012
H 2.933894 -0.224900 0.699719 0.039 0.036 -0.004
H 5.233610 -0.113983 1.482489 0.114 -0.122 0.000
H 4.759139 -1.805083 1.311822 0.028 -0.007 0.009
C 3.510852 3.947770 1.192908 0.011 0.018 -0.022
C 3.914015 4.300001 -0.234248 -0.025 0.009 0.128
C 3.878534 3.088886 -1.174263 0.027 0.098 -0.015
C 4.798650 2.042004 -0.733625 0.049 -0.268 0.162
N 5.497532 1.220132 -0.336128 -0.048 0.260 -0.222
H 4.201748 3.226677 1.632592 -0.005 -0.019 -0.014
H 3.514918 4.836259 1.823427 -0.011 0.000 0.005
H 2.508280 3.517568 1.225053 -0.003 -0.009 0.005
H 4.916362 4.731836 -0.242240 0.006 -0.002 -0.031
H 3.237352 5.057042 -0.633249 0.002 -0.016 -0.051
H 4.149083 3.373312 -2.191709 -0.021 0.002 -0.012
H 2.874517 2.660320 -1.203142 -0.006 -0.026 -0.006
C 3.020424 2.186794 8.417482 0.000 -0.039 0.006
C 3.501508 0.898829 7.759967 -0.040 0.101 0.073
C 3.558147 0.989331 6.231032 -0.030 -0.063 0.140
C 2.243209 1.264613 5.652351 -0.198 0.071 -0.184
N 1.208581 1.486192 5.200851 0.189 -0.054 0.088
H 2.002850 2.431556 8.109767 0.005 0.007 -0.028
H 3.024976 2.091400 9.503328 0.006 0.009 0.002
H 3.664960 3.027108 8.151810 0.000 0.006 -0.002
H 2.847610 0.072572 8.044193 0.013 -0.026 -0.018
H 4.501295 0.651307 8.119600 0.013 -0.035 -0.048
H 3.931434 0.059138 5.802972 0.035 0.024 -0.025
H 4.235383 1.787603 5.920917 0.016 0.003 -0.014
C -5.489877 -4.955960 -4.849501 0.000 0.023 -0.018
C -4.690491 -4.123982 -5.844154 -0.088 -0.038 0.031
C -3.198829 -4.047340 -5.493231 -0.150 0.070 -0.068
C -2.991329 -3.427381 -4.185570 0.144 0.031 0.264
N -2.841640 -2.955833 -3.147617 0.011 -0.040 -0.193
H -5.454100 -4.519347 -3.850372 0.024 -0.002 0.005
H -6.535746 -5.010609 -5.149591 -0.003 -0.007 -0.001
H -5.103872 -5.975238 -4.787473 0.001 -0.005 0.005
H -5.099100 -3.112759 -5.890964 0.020 0.014 -0.007
H -4.781825 -4.552739 -6.843291 0.047 0.015 -0.016
H -2.658254 -3.459066 -6.235621 0.028 -0.018 -0.005
H -2.754396 -5.043842 -5.470450 0.009 -0.007 0.009

---

[2]
66
Properties=species:S:1:pos:R:3:forces:R:3 method="wB97M-V/def2-TZVPD" orbital_gap_ev="7.97 / 5.19" spin_multiplicity=4 s_squared=3.7738 charge=+2
P 1.352059 1.861684 1.852905 -0.595 0.164 -0.568
P -0.616133 -2.405553 -1.244398 1.044 2.207 0.434
C -0.670030 -0.626041 1.139561 -0.474 -0.118 0.459
C -1.164199 -1.905193 0.422105 -0.429 -0.559 0.563
H -1.346763 -0.511749 2.028821 0.399 -0.249 -0.274
H 0.340418 -0.760106 1.557239 -0.243 0.075 -0.430
H -0.901514 -2.788119 1.037218 -0.174 0.375 0.021
H -2.268084 -1.893285 0.371007 0.400 -0.128 0.065
C -1.786918 -1.690296 -2.387670 -0.262 -0.056 -0.399
H -1.700266 -2.212743 -3.350174 -0.096 0.294 0.154
H -1.585371 -0.616534 -2.522181 -0.131 -0.548 0.039
H -2.800798 -1.823988 -1.989068 0.192 -0.002 -0.181
C -0.557340 -4.184415 -1.439146 -0.123 -0.389 0.140
H -1.408965 -4.491329 -2.061700 0.203 -0.004 0.225
H -0.623505 -4.664942 -0.453954 0.009 0.040 -0.307
H 0.376486 -4.495673 -1.926286 -0.238 0.198 0.127
C 2.007752 3.576517 1.961604 -0.250 -0.123 0.335
H 2.914906 3.591795 2.589089 -0.318 0.035 -0.345
H 1.245907 4.209996 2.429820 0.275 0.060 -0.028
H 2.232793 3.958375 0.957756 -0.088 -0.085 0.287
C 1.908602 1.063502 3.413622 -0.049 -0.096 -0.127
H 1.802367 -0.031376 3.364473 0.071 0.390 -0.003
H 1.262732 1.430096 4.225772 0.148 -0.088 -0.265
H 2.944945 1.332164 3.665525 -0.275 -0.154 -0.223
Re -1.132243 1.491752 0.703651 6.729 -5.654 -0.170
C -3.000298 0.953083 0.266399 -1.812 -0.563 -1.245
C -2.362238 1.671138 -0.852649 -2.199 0.073 -0.958
C -2.823420 3.079418 -1.193919 0.340 0.008 -0.478
C -2.539808 4.030990 -0.010935 0.123 0.403 -0.412
C -1.506351 3.454033 0.941036 -2.219 4.235 2.196
C -1.883712 2.657011 2.123245 -0.607 2.650 0.619
C -3.343049 2.324948 2.395600 -0.052 -0.116 0.392
C -4.008117 1.600110 1.204693 -0.559 -0.316 0.184
C 2.214801 1.236745 0.362717 0.655 -0.368 0.125
H -3.247936 -0.090119 0.037366 0.242 0.247 0.197
H -2.170916 1.050748 -1.726098 0.150 0.021 0.061
H -3.884338 3.095910 -1.487977 0.267 -0.048 0.221
H -2.261775 3.425315 -2.075077 -0.159 -0.100 0.276
H -2.154542 4.966662 -0.436253 -0.013 -0.177 0.293
H -3.453916 4.296694 0.529387 0.100 -0.227 0.061
H -0.621028 4.081001 1.054299 0.281 -0.400 -0.182
H -1.243777 2.847460 2.995478 -0.233 -0.306 -0.219
H -3.896955 3.223910 2.699451 0.129 -0.096 -0.192
H -3.371770 1.661886 3.270560 0.088 0.148 -0.177
H -4.607157 0.773801 1.609268 -0.061 0.380 -0.097
H -4.702514 2.253505 0.661688 0.196 -0.081 0.053
H 2.521105 0.185446 0.450894 -0.040 0.245 0.060
H 3.106656 1.856721 0.181450 -0.277 -0.340 -0.129
H 1.534749 1.279842 -0.504331 0.260 0.177 0.202
C 4.026344 -4.290361 -0.414149 0.319 0.177 -0.568
C 3.141286 -3.808296 0.568734 -0.599 0.475 0.176
C 2.205945 -2.820784 0.261815 0.412 -0.730 -0.399
C 2.163959 -2.306020 -1.062865 0.029 -0.594 -0.593
C 0.999596 -1.680332 -1.636143 0.305 0.407 -0.174
C 1.152253 -0.891247 -2.781168 -0.239 -0.756 0.298
C 2.322878 -0.984146 -3.560602 0.783 -0.035 0.210
C 3.325811 -1.872117 -3.190820 -0.440 0.426 -0.435
C 3.254782 -2.578765 -1.963411 -0.636 0.061 0.567
C 4.137404 -3.631866 -1.628829 0.199 -0.251 0.471
H 4.648953 -5.164554 -0.206709 -0.127 0.433 -0.011
H 3.182129 -4.234729 1.573796 -0.062 0.151 -0.317
H 1.506839 -2.432186 1.005668 0.164 -0.374 -0.174
H 0.338883 -0.245872 -3.105423 0.078 -0.385 -0.291
H 2.399937 -0.416776 -4.490674 0.024 -0.135 0.381
H 4.188110 -2.037326 -3.847111 -0.410 0.017 0.220
H 4.884357 -3.935422 -2.363992 -0.128 0.079 0.259

---

[3]
80
Properties=species:S:1:pos:R:3:forces:R:3 method="wB97M-V/def2-TZVPD" orbital_gap_ev="7.79 / 7.80" de_lowest_kcal_mol=0.00 charge=+1
Co 0.750685 0.819522 0.797552 -0.094 -0.096 -0.145
O 2.387910 4.471585 0.419738 0.043 0.064 -0.001
C 2.064444 3.212628 0.586280 -0.188 -0.097 0.026
O 0.909239 2.815254 0.597871 0.269 0.099 0.023
C 3.247256 2.298410 0.759492 -0.085 -0.044 -0.001
O 2.802995 0.972263 1.016233 0.091 0.047 0.020
C 3.091416 0.501989 2.364355 -0.226 0.046 0.104
C 1.899212 0.806317 3.291106 0.323 -0.028 -0.071
O 2.047291 0.767975 4.488547 0.119 -0.025 0.048
O 0.793258 1.063345 2.668971 -0.174 0.095 -0.169
H 1.583914 5.008358 0.319204 0.007 -0.023 -0.001
H 3.858292 2.679004 1.579738 0.022 -0.016 -0.024
H 3.847618 2.315222 -0.153247 -0.055 -0.004 -0.008
H 4.012960 0.953382 2.724141 -0.029 0.024 0.050
H 3.230621 -0.574614 2.289486 -0.030 0.001 0.002
C 4.042147 -0.468849 -1.980020 -0.017 0.026 -0.037
C 3.219998 -0.738227 -3.238932 0.083 0.038 0.041
C 3.954072 -1.767923 -4.092321 0.047 0.012 0.000
C 3.007183 0.519190 -4.081184 0.020 -0.048 0.012
N 1.895103 -1.301099 -2.831839 -0.187 0.051 0.128
C 1.479054 -2.580365 -3.133190 -0.105 -0.149 -0.037
C 0.238647 -2.731598 -2.630146 0.058 -0.060 -0.074
N -0.121785 -1.554687 -2.020541 0.160 0.097 0.003
B -1.529833 -1.431015 -1.382781 0.079 0.001 0.036
N -1.602842 -2.041660 0.037724 0.081 -0.147 0.074
C -2.759157 -2.644798 0.466392 -0.051 0.068 0.095
C -2.574531 -3.040514 1.743209 -0.072 -0.035 -0.097
N -1.292853 -2.690008 2.105540 -0.056 -0.038 -0.195
C -0.718426 -2.075735 1.048343 0.011 0.280 0.082
S 0.886622 -1.423060 0.972021 0.178 0.063 -0.125
C -0.707022 -2.941636 3.465029 0.050 0.034 0.102
C 0.528709 -3.829476 3.330582 -0.041 0.018 0.021
C -1.733750 -3.680985 4.320432 0.016 0.038 -0.015
C -0.398830 -1.594151 4.109304 0.112 -0.026 0.005
N -2.104173 0.006188 -1.447171 0.001 0.076 0.049
C -2.753806 0.424508 -2.580975 -0.065 0.044 -0.106
C -3.228887 1.666131 -2.358813 -0.020 -0.083 -0.087
N -2.863487 2.023771 -1.078946 0.069 -0.132 0.023
C -2.153361 0.999120 -0.545911 -0.023 0.021 0.114
S -1.461442 0.953357 1.047401 0.092 -0.032 0.003
C -3.298381 3.292970 -0.408983 0.005 0.064 0.029
C -4.150095 2.943488 0.809626 0.000 0.031 -0.010
C -2.073654 4.121452 -0.032119 -0.006 -0.002 -0.001
C -4.150718 4.098743 -1.386014 0.001 0.012 0.025
C 0.906487 -0.695660 -2.128127 -0.050 0.034 -0.046
S 0.914108 0.919643 -1.499591 -0.061 -0.003 0.157
H 5.014635 -0.068039 -2.265281 0.020 0.017 -0.005
H 4.201288 -1.393751 -1.424955 -0.005 -0.028 0.007
H 3.538118 0.239946 -1.330218 -0.005 0.029 0.038
H 4.905939 -1.332472 -4.392164 0.004 0.001 0.001
H 3.403101 -2.013678 -4.999601 -0.008 -0.006 -0.028
H 4.171889 -2.681114 -3.538906 0.005 -0.013 0.005
H 3.975994 0.882705 -4.422304 0.024 0.002 -0.009
H 2.523385 1.311290 -3.519462 -0.028 0.042 0.035
H 2.402858 0.290635 -4.959661 -0.013 -0.010 -0.010
H 2.081054 -3.269145 -3.689767 -0.006 -0.031 -0.012
H -0.429780 -3.570951 -2.668789 -0.020 -0.050 -0.006
H -2.257957 -2.097601 -2.062607 -0.035 -0.060 -0.051
H -3.614727 -2.740173 -0.175103 -0.047 -0.014 -0.027
H -3.245466 -3.547085 2.405838 -0.024 -0.043 0.018
H 0.274398 -4.773050 2.845962 -0.007 -0.011 -0.015
H 0.908287 -4.050472 4.327535 0.004 -0.005 0.017
H 1.321228 -3.344740 2.771076 0.060 0.052 -0.067
H -2.008214 -4.646959 3.896066 0.000 -0.022 -0.004
H -2.630609 -3.086456 4.491266 -0.033 0.017 -0.015
H -1.278081 -3.864552 5.291596 0.010 -0.002 0.006
H 0.339773 -1.027458 3.547527 -0.189 -0.170 0.125
H -0.011649 -1.758317 5.113945 0.020 0.008 0.028
H -1.304422 -0.991941 4.185098 -0.026 0.022 -0.005
H -2.841324 -0.208058 -3.444563 -0.003 -0.013 -0.038
H -3.805253 2.303057 -2.997854 -0.017 0.008 -0.031
H -3.582095 2.401121 1.560262 0.019 -0.017 0.026
H -5.013274 2.346423 0.513819 -0.014 -0.016 -0.008
H -4.513408 3.865295 1.263026 -0.011 0.016 0.007
H -1.476111 3.629452 0.727396 0.030 -0.014 0.023
H -2.410835 5.083314 0.353852 -0.004 0.021 0.012
H -1.454956 4.299792 -0.913781 0.008 -0.001 -0.012
H -5.052291 3.563532 -1.682359 -0.024 -0.007 -0.008
H -3.591298 4.390975 -2.274638 0.013 0.004 -0.022
H -4.462383 5.010717 -0.879738 0.000 -0.001 0.006

---

no.,total energy (Ha)
1,-1743.0362
2,-1735.6867
3,-4282.9903